1.
{
  "formula": "C36H96N6O9",
  "method": "wB97M-V/def2-TZVPD",
  "orbital_gap_ev": 9.03,
  "homo_ev": -8.5,
  "spin_multiplicity": 1,
  "smiles": "COC[C@H](C)N.COC[C@H](C)N.COC[C@H](C)N.COC[C@H](C)N.COC[C@H](C)N.COC[C@H](C)N.CCOCC.CCOCC.CCOCC",
  "total_energy_ev": -66251.323,
  "species": ["C", "C", "C", "O", "C", "N", "H", "H", "H", "H", "H", "H", "H", "H", "H", "H", "H", "C", "C", "C", "O", "C", "N", "H", "H", "H", "H", "H", "H", "H", "H", "H", "H", "H", "C", "C", "C", "O", "C", "N", "H", "H", "H", "H", "H", "H", "H", "H", "H", "H", "H", "C", "C", "C", "O", "C", "N", "H", "H", "H", "H", "H", "H", "H", "H", "H", "H", "H", "C", "C", "C", "O", "C", "N", "H", "H", "H", "H", "H", "H", "H", "H", "H", "H", "H", "C", "C", "C", "O", "C", "N", "H", "H", "H", "H", "H", "H", "H", "H", "H", "H", "H", "C", "C", "O", "C", "C", "H", "H", "H", "H", "H", "H", "H", "H", "H", "H", "C", "C", "O", "C", "C", "H", "H", "H", "H", "H", "H", "H", "H", "H", "H", "C", "C", "O", "C", "C", "H", "H", "H", "H", "H", "H", "H", "H", "H", "H"],
  "xyz": [[2.3312, 2.3730, 5.8907], [3.4904, 1.4023, 6.2749], [3.1983, -0.1198, 6.0874], [3.1060, -0.4429, 4.6911], [2.7589, -1.7370, 4.3589], [4.7083, 1.8788, 5.5893], [1.4738, 2.2057, 6.5426], [1.9369, 2.2680, 4.8799], [2.6619, 3.4073, 5.9857], [3.6577, 1.4974, 7.3477], [2.1958, -0.3042, 6.4734], [3.8796, -0.7671, 6.6397], [1.7974, -2.0090, 4.7945], [3.5191, -2.4294, 4.7205], [2.7489, -1.8069, 3.2712], [5.5131, 1.3462, 5.8869], [4.6174, 1.7050, 4.5985], [3.9638, 3.1252, 2.2795], [3.9292, 1.7050, 1.6973], [4.4229, 1.4149, 0.2091], [3.9979, 0.1455, -0.2123], [4.1983, 0.0006, -1.6415], [4.6480, 0.8661, 2.5747], [4.9835, 3.4980, 2.1827], [3.6416, 3.1796, 3.3194], [3.2627, 3.7456, 1.7212], [2.8894, 1.3866, 1.7703], [5.5120, 1.4554, 0.1925], [4.0077, 2.2002, -0.4227], [4.1760, -1.0742, -1.8219], [5.1817, 0.2942, -2.0084], [3.3831, 0.4551, -2.2046], [4.8843, -0.0172, 2.1456], [4.0583, 0.5952, 3.3486], [-3.1852, -0.1585, -3.8421], [-2.5500, 1.1777, -4.3520], [-3.3703, 2.3778, -4.0500], [-2.7756, 3.4662, -4.6709], [-3.4667, 4.6529, -4.3083], [-1.2302, 1.2885, -3.7674], [-2.6860, -1.0820, -4.1353], [-4.2285, -0.2503, -4.1442], [-3.2009, -0.1645, -2.7522], [-2.5643, 1.0824, -5.4378], [-3.5286, 2.5069, -2.9793], [-4.3628, 2.2087, -4.4677], [-4.5349, 4.5786, -4.5124], [-3.1237, 5.4502, -4.9677], [-3.4304, 4.9348, -3.2560], [-0.8485, 2.1992, -3.9795], [-0.5357, 0.6517, -4.1313], [-0.2140, -2.0478, -7.0739], [0.2563, -0.7045, -6.5488], [1.7497, -0.7033, -6.0419], [2.0068, 0.5333, -5.3629], [3.4300, 0.7380, -5.1437], [0.0865, 0.2852, -7.6027], [-1.1188, -1.9335, -7.6709], [-0.4111, -2.7856, -6.2961], [0.5056, -2.4599, -7.7812], [-0.4165, -0.4198, -5.7398], [2.4437, -0.8365, -6.8718], [1.9274, -1.5478, -5.3761], [3.9605, 0.7598, -6.0957], [3.8708, -0.0622, -4.5491], [3.5801, 1.7351, -4.7299], [-0.8490, 0.0988, -7.9347], [0.1232, 1.2139, -7.2073], [-1.5805, 3.5419, 0.9396], [-1.5116, 3.1720, -0.5208], [-0.0334, 3.2096, -1.0062], [0.4521, 4.5283, -0.8536], [1.7203, 4.8077, -1.4831], [-2.2346, 1.8922, -0.6677], [-2.6033, 3.6421, 1.3029], [-1.0106, 4.4346, 1.1973], [-1.1969, 2.8295, 1.6700], [-2.0826, 3.9343, -1.0509], [0.1200, 2.9195, -2.0456], [0.5101, 2.5179, -0.3626], [1.6039, 4.6233, -2.5510], [2.5588, 4.1961, -1.1498], [1.9203, 5.8655, -1.3124], [-1.8120, 1.2127, -0.0514], [-2.2239, 1.4909, -1.5945], [-2.8858, -2.9744, 1.9977], [-3.5785, -2.6211, 3.3508], [-2.8240, -1.5045, 4.1570], [-1.4577, -1.7655, 4.4717], [-1.2982, -2.9104, 5.3160], [-4.8898, -2.1929, 3.0830], [-3.4387, -3.7720, 1.5015], [-1.8530, -3.2996, 2.1222], [-2.8763, -2.0942, 1.3547], [-3.5315, -3.5297, 3.9512], [-3.4239, -1.3087, 5.0457], [-2.8472, -0.5979, 3.5522], [-1.2490, -3.8158, 4.7111], [-2.1153, -3.1587, 5.9934], [-0.4396, -2.8683, 5.9863], [-5.4070, -2.2854, 3.9456], [-5.3197, -2.7856, 2.3873], [-1.4706, 1.6799, 5.7812], [-2.8189, 2.3272, 5.4462], [-3.8115, 1.4512, 4.9633], [-4.7837, 2.0881, 4.1384], [-5.6126, 0.9584, 3.4975], [-0.9425, 1.4773, 4.8494], [-0.8298, 2.3632, 6.3385], [-1.4872, 0.7215, 6.3002], [-3.2939, 2.7531, 6.3300], [-2.5502, 3.1083, 4.7350], [-5.4765, 2.7021, 4.7138], [-4.3368, 2.6451, 3.3149], [-5.9291, 0.2438, 4.2573], [-4.9971, 0.4690, 2.7426], [-6.4629, 1.3368, 2.9301], [-0.0141, 0.3073, 2.2713], [0.2709, -0.8295, 1.2605], [-0.6001, -0.5258, 0.1516], [-0.2844, -1.1687, -1.0983], [0.8187, -0.3824, -1.7901], [0.3247, 1.2466, 1.8343], [-1.0522, 0.4483, 2.5722], [0.6366, 0.0499, 3.1070], [1.2941, -0.7163, 0.9022], [0.1360, -1.8214, 1.6918], [0.0635, -2.1755, -0.8672], [-1.1728, -1.3351, -1.7076], [0.5090, 0.6621, -1.8269], [1.0638, -0.6700, -2.8125], [1.7163, -0.4871, -1.1806], [0.7481, -8.5331, -3.6275], [1.4057, -7.1983, -4.0251], [0.6012, -6.2080, -3.4648], [0.8582, -4.9404, -4.1139], [0.1943, -3.9546, -3.1447], [1.1277, -9.3550, -4.2345], [0.7502, -8.8087, -2.5729], [-0.3081, -8.4675, -3.8888], [2.4188, -7.2315, -3.6243], [1.5117, -7.0957, -5.1051], [1.9123, -4.6684, -4.0593], [0.5458, -4.9607, -5.1580], [0.5152, -4.0999, -2.1133], [-0.8912, -4.0464, -3.1825], [0.4985, -2.9196, -3.3006]]
}


2.
{
  "formula": "C4H2O2",
  "method": "wB97M-V/def2-TZVPD",
  "orbital_gap_ev": 9.60,
  "de_lowest_ev": 0.933,
  "homo_ev": -10.0,
  "spin_multiplicity": 1,
  "smiles": "C#CC(=O)C=O",
  "total_energy_ev": -8271.596,
  "species": ["O", "C", "C", "O", "C", "C", "H", "H"],
  "xyz": [[0.7435, 1.8103, -0.4575], [0.2156, 0.7882, -0.7956], [0.7913, -0.6122, -0.4883], [1.6444, -1.2179, -1.0719], [-0.0079, -0.9212, 0.6953], [-0.9031, -0.4696, 1.3752], [-0.8055, 0.7388, -1.2241], [-1.6783, -0.0500, 1.9757]]
}


> Number 1 is which compound?

C36H96N6O9